1.
This record from the Open Molecules 2025 dataset describes a single CH4ClOPS2 molecule. The level of theory is ωB97M-V/def2-TZVPD.

```
10
CH4ClOPS2 (ωB97M-V/def2-TZVPD)
O -0.143 0.646 -1.617
P 0.526 0.199 -0.218
S 2.043 1.269 0.340
S 0.885 -1.863 -0.498
C -1.272 0.253 0.740
Cl -0.951 -0.353 2.358
H 0.477 0.799 -2.339
H 1.990 -1.843 0.236
H -1.591 1.288 0.782
H -1.965 -0.394 0.217
```

Summary:
molecular weight = 162.6 g mol⁻¹
strongest force on any atom = 2.870 eV/A
SMILES = O[P@](=S)(S)CCl
HOMO-LUMO gap = 9.7 eV
relative energy (zero: lowest compared OMol25 entry of this formula, charge and spin) = 0.00 kcal/mol

Atom charges from the Mulliken analysis, given in e for atoms 1 to 4: number 1, O, carries -0.502; number 2, P, carries 0.550; number 3, S, carries -0.321; number 4, S, carries -0.241

---

2.
This record from the Open Molecules 2025 dataset describes a molecular structure, CH4CsN2O. The level of theory is ωB97M-V/def2-TZVPD.

```
9
CH4CsN2O (ωB97M-V/def2-TZVPD)
Cs -0.459 3.725 1.002
C 0.195 0.025 -0.057
O 0.225 1.244 -0.238
N 0.713 -0.695 -0.931
N -0.524 -0.630 0.812
H 0.719 -1.705 -0.892
H 0.806 -0.266 -1.840
H -0.554 -1.638 0.747
H -1.120 -0.061 1.396
```

Summary:
spin multiplicity = 2
molecular weight = 193.0 g mol⁻¹
strongest force on any atom = 7.794 eV/A
HOMO-LUMO gap (alpha / beta) = 13.5 / 6.1 eV
net charge = +2
relative energy (zero: lowest compared OMol25 entry of this formula, charge and spin) = 11.49 kcal/mol

Atom charges from the Mulliken analysis, given in e for atoms 1 to 4: number 1, Cs, carries 1.043; number 2, C, carries 0.732; number 3, O, carries -0.420; number 4, N, carries -0.086

---

3.
This record from the Open Molecules 2025 dataset describes 2 unconnected molecules or ions with the total composition CH4F2NP. The level of theory is ωB97M-V/def2-TZVPD.

```
9
CH4F2NP (ωB97M-V/def2-TZVPD)
C -0.350 0.053 1.127
N 0.963 0.138 0.468
F -0.868 -1.121 -1.539
F 0.248 0.620 -2.506
P 0.681 -0.761 -1.759
H -0.783 -0.926 0.786
H -0.224 -0.092 2.163
H -0.895 0.963 1.006
H 1.227 1.127 0.254
```

Summary:
spin multiplicity = 3
molecular weight = 99.0 g mol⁻¹
strongest force on any atom = 3.103 eV/A
HOMO-LUMO gap (alpha / beta) = 7.3 / 8.5 eV
relative energy (zero: lowest compared OMol25 entry of this formula, charge and spin) = 0.00 kcal/mol

Atom charges from the Mulliken analysis, given in e for atoms 1 to 4: number 1, C, carries -0.550; number 2, N, carries -0.487; number 3, F, carries -0.244; number 4, F, carries -0.258

---

4.
This record from the Open Molecules 2025 dataset describes 2 unconnected molecules or ions with the total composition CH4F2OSi. The level of theory is ωB97M-V/def2-TZVPD.

```
9
CH4F2OSi (ωB97M-V/def2-TZVPD)
C -1.708 -0.534 -0.229
O -0.655 0.145 -0.932
F 2.316 1.384 -0.843
F 2.944 -0.575 0.396
Si 1.711 0.491 0.270
H -1.153 -1.344 0.167
H -2.491 -0.861 -0.903
H -2.266 0.040 0.600
H 1.301 1.253 1.474
```

Summary:
molecular weight = 98.1 g mol⁻¹
strongest force on any atom = 1.920 eV/A
HOMO-LUMO gap (alpha / beta) = 8.5 / 7.6 eV
relative energy (zero: lowest compared OMol25 entry of this formula, charge and spin) = 100.99 kcal/mol

Atom charges from the Mulliken analysis, given in e for atoms 1 to 4: number 1, C, carries -0.495; number 2, O, carries -0.530; number 3, F, carries -0.154; number 4, F, carries -0.244

---

5.
This record from the Open Molecules 2025 dataset describes 2 unconnected molecules or ions with the total composition CH4F2P2. The level of theory is ωB97M-V/def2-TZVPD.

```
9
CH4F2P2 (ωB97M-V/def2-TZVPD)
C 0.052 -0.107 0.626
F 0.076 -1.616 -0.657
F 0.072 -0.925 1.667
P -1.663 0.620 0.426
P 1.662 0.493 0.064
H -2.113 -0.125 -0.796
H -1.354 1.887 -0.151
H 1.110 0.682 -1.158
H 2.159 -0.909 -0.021
```

Summary:
molecular weight = 116.0 g mol⁻¹
strongest force on any atom = 3.816 eV/A
HOMO-LUMO gap = 9.3 eV
relative energy (zero: lowest compared OMol25 entry of this formula, charge and spin) = 58.32 kcal/mol

Atom charges from the Mulliken analysis, given in e for atoms 1 to 4: number 1, C, carries 0.499; number 2, F, carries -0.550; number 3, F, carries -0.138; number 4, P, carries -0.124

---

6.
This record from the Open Molecules 2025 dataset describes a single CH4F2P2 molecule. The level of theory is ωB97M-V/def2-TZVPD.

```
9
CH4F2P2 (ωB97M-V/def2-TZVPD)
F -2.087 1.565 0.180
C -0.923 0.671 -0.071
F -0.756 0.765 -1.461
P -1.517 -0.949 0.640
P 0.735 1.309 0.679
H -0.831 -1.574 -0.384
H -2.795 -0.739 0.072
H 1.220 0.357 -0.158
H 0.560 0.220 1.700
```

Summary:
molecular weight = 116.0 g mol⁻¹
strongest force on any atom = 2.906 eV/A
SMILES = FC(F)(P)P
HOMO-LUMO gap = 11.0 eV
relative energy (zero: lowest compared OMol25 entry of this formula, charge and spin) = 20.94 kcal/mol

Atom charges from the Mulliken analysis, given in e for atoms 1 to 4: number 1, F, carries -0.304; number 2, C, carries 0.405; number 3, F, carries -0.222; number 4, P, carries -0.087